No. 1
The following is a quantum chemistry calculation of one molecule with the formula C3H6N2, from the OMol25 dataset.

Results
- Charge: 0
- Largest force on an atom: 0.66 eV Å⁻¹
- Gap between HOMO and LUMO: 10.2962 eV
- Multiplicity: 1
- Energy relative to the best compared isomer or geometry (same formula, charge and spin): 0.9977 eV

Geometry (Å):
H 1.62117 -1.33045 1.48620
N 1.95317 -0.38107 1.30568
C 1.16753 0.27646 0.58112
C -0.11469 -0.22408 0.02117
C -0.92302 0.71099 -0.83397
N -0.42462 -1.41245 0.31902
H -1.30436 -1.74832 -0.06641
H 1.44221 1.29872 0.33646
H -0.41700 1.66096 -0.98328
H -1.88778 0.89606 -0.36117
H -1.11262 0.25319 -1.80482

No. 2
The following is a quantum chemistry calculation of one molecule with the formula C3H6N2 in a non-equilibrium geometry, from the OMol25 dataset.

Results
- Charge: 0
- Largest force on an atom: 3.28 eV Å⁻¹
- Gap between HOMO and LUMO (alpha / beta): 7.5442 / 8.5425 eV
- Multiplicity: 1
- Energy relative to the best compared isomer or geometry (same formula, charge and spin): 6.1420 eV

Geometry (Å):
C -0.45626 0.18986 -1.27976
C 0.60819 0.80576 0.63789
C 0.73462 -0.20425 -0.57823
N 0.12431 -0.20536 1.50912
N 0.31130 -1.21140 0.46571
H -1.37297 -0.14217 -0.75076
H -0.73392 1.21762 -1.60581
H 0.51137 1.88965 0.75733
H 1.72930 -0.46069 -1.03911
H -0.86245 -0.16224 1.75519
H -0.59348 -1.71679 0.12844

No. 3
The following is a quantum chemistry calculation of one molecule with the formula C3H6N2 in a non-equilibrium geometry, from the OMol25 dataset.

Results
- Charge: 0
- Largest force on an atom: 6.36 eV Å⁻¹
- Gap between HOMO and LUMO: 9.7408 eV
- Multiplicity: 1
- Energy relative to the best compared isomer or geometry (same formula, charge and spin): 3.3294 eV

Geometry (Å):
C 2.59756 -0.07638 -0.16531
N 1.51515 -0.63792 -0.25978
N 0.30611 -0.36136 -0.41572
C -0.67436 0.04102 0.45115
C -2.06426 0.19584 -0.11702
H 3.45831 -0.80187 -0.12493
H 2.71218 1.02037 -0.13235
H -0.77869 -0.04491 1.58006
H -1.83017 0.44087 -1.15085
H -2.56923 0.97005 0.32566
H -2.67260 -0.74570 0.00909

No. 4
The following is a quantum chemistry calculation of a 3-piece molecular cluster, C3H6N2O overall in a non-equilibrium geometry, from the OMol25 dataset.

Results
- Charge: 0
- Largest force on an atom: 1.28 eV Å⁻¹
- Gap between HOMO and LUMO: 9.7925 eV
- Multiplicity: 1
- Energy relative to the best compared isomer or geometry (same formula, charge and spin): 4.0849 eV

Geometry (Å):
N -1.76504 -0.86420 -2.33055
C -1.44752 -1.01446 -1.22701
C -1.04934 -1.25574 0.18255
O -1.65532 -0.79147 1.11279
H -0.14569 -1.87789 0.29460
H -0.35577 1.74173 1.47675
H -0.90628 1.36004 1.80785
C 1.35793 0.43381 -0.60923
N 1.42167 1.29977 0.30812
H 0.93002 0.67562 -1.57563
H 1.67194 -0.61372 -0.53318
H 1.94341 0.90652 1.09294

No. 5
The following is a quantum chemistry calculation of a 2-piece molecular cluster, C3H6N2O overall, from the OMol25 dataset.

Results
- Charge: 0
- Largest force on an atom: 0.66 eV Å⁻¹
- Gap between HOMO and LUMO: 11.0791 eV
- Multiplicity: 1
- Energy relative to the best compared isomer or geometry (same formula, charge and spin): 1.7572 eV

Geometry (Å):
N -0.67990 -1.75720 0.37059
C 0.02997 -2.14567 -0.55334
N 0.84365 -2.54406 -1.37787
H -1.19728 -0.91174 0.13778
H 0.51729 -3.22152 -2.05621
C 0.32051 1.34903 1.06544
C -0.25962 1.71317 -0.27075
O -0.72764 0.92554 -1.06314
H 0.21313 0.28291 1.27520
H -0.16665 1.94155 1.84789
H 1.38489 1.61101 1.07716
H -0.24651 2.79668 -0.51177

No. 6
The following is a quantum chemistry calculation of one molecule with the formula C3H6N2O in a non-equilibrium geometry, from the OMol25 dataset.

Results
- Charge: 0
- Largest force on an atom: 4.60 eV Å⁻¹
- Gap between HOMO and LUMO (alpha / beta): 8.6184 / 8.4423 eV
- Multiplicity: 1
- Energy relative to the best compared isomer or geometry (same formula, charge and spin): 7.5585 eV

Geometry (Å):
C 1.02321 -0.40725 -1.64629
C 0.03334 -1.29445 -1.47128
C -0.84171 0.87716 1.86019
N 1.33864 0.57312 -0.73857
N -0.41950 0.33747 0.54565
O 0.67321 0.88342 0.29057
H 1.71546 -0.33087 -2.49856
H -0.63736 -1.34761 -0.51307
H -0.08439 -2.06045 -2.30282
H -1.16463 -0.08653 2.49193
H 0.00956 1.18680 2.30948
H -1.64583 1.66917 1.67277